[1]
Molecular formula: C4H11N3O2
Method: DFT, the ωB97M-V functional and the def2-TZVPD basis

Summary:
- HOMO level: -8.8 eV
- Charge: 0
- Strongest force on any atom: 1.36 eV/A
- Structure (SMILES): CN=C(N)N.CC(=O)O
- Relative energy (zero: lowest compared OMol25 entry of this formula, charge and spin): 34.8 kJ/mol

```
20
Properties=species:S:1:pos:R:3:forces:R:3:lowdin_charge:R:1
C 1.947 -0.459 -1.513 -0.7513 0.0487 0.0849 -0.135
N 1.133 -0.317 -0.317 0.2619 0.5758 -0.0682 -0.017
C 1.124 -1.272 0.522 -0.2780 -0.8360 0.9198 -0.539
N 1.766 -2.481 0.362 0.6389 0.5126 -0.4346 0.142
N 0.379 -1.206 1.687 -0.9048 -0.1582 0.0094 0.120
H 1.730 0.399 -2.149 0.2938 -0.0063 -0.0378 0.069
H 1.663 -1.342 -2.098 0.2081 -0.1376 -0.0585 0.073
H 3.009 -0.486 -1.255 0.0409 -0.0321 -0.1999 0.082
H 2.157 -2.664 -0.543 0.1781 -0.1193 0.0407 0.069
H 1.544 -3.277 0.925 -0.3107 0.0878 0.1272 0.091
H -0.459 -0.643 1.671 0.3484 0.4885 -0.1482 0.047
H 0.738 -1.349 2.611 0.5098 -0.2690 -0.1892 0.088
C -2.967 2.209 -0.116 -0.6259 0.2881 -0.1399 0.005
C -1.702 1.495 0.275 0.0588 1.3063 0.3651 -0.573
O -1.575 0.939 1.341 -0.1514 -0.6464 -0.0747 0.062
O -0.691 1.804 -0.526 -0.2244 0.0615 -0.4220 0.084
H -3.423 1.996 -1.075 0.5175 -0.3787 -0.4796 0.079
H -2.738 3.278 -0.145 -0.0094 -0.0827 0.1392 0.092
H -3.767 2.023 0.588 0.1738 -0.0053 0.4554 0.080
H 0.134 1.351 -0.244 0.0259 -0.6977 0.1109 0.081
```
Positions in Å, forces in eV/Å.

---

[2]
Molecular formula: C2H2N2O2
Method: DFT, the ωB97M-V functional and the def2-TZVPD basis

Summary:
- HOMO level: -9.4 eV
- Charge: 0
- Strongest force on any atom: 9.01 eV/A
- Relative energy (zero: lowest compared OMol25 entry of this formula, charge and spin): 334.5 kJ/mol

```
8
Properties=species:S:1:pos:R:3:forces:R:3:lowdin_charge:R:1
C 0.615 -0.230 0.062 -1.8419 -3.1254 -1.7349 -0.593
C -1.280 0.337 -0.052 -5.6935 3.4003 -0.2144 -0.243
H 2.532 0.514 0.408 -3.3772 -4.0167 -2.4544 0.312
H -2.153 1.080 -0.212 1.6545 -1.3866 0.6852 0.155
N -0.103 -1.338 -0.079 1.5093 0.7952 2.2361 0.091
N -1.417 -0.933 0.040 0.8286 1.8381 -1.3970 0.061
O 1.857 -0.365 -0.121 7.3451 4.6955 2.2942 0.079
O -0.050 0.935 -0.045 -0.4250 -2.2005 0.5852 0.138
```
Positions in Å, forces in eV/Å.

---

[3]
Molecular formula: C3H2CuLiMgO3
Method: DFT, the ωB97M-V functional and the def2-TZVPD basis

Summary:
- HOMO level (spin up / spin down): -13.5 / -13.5 eV
- Charge: +2
- Strongest force on any atom: 9.27 eV/A
- Relative energy (zero: lowest compared OMol25 entry of this formula, charge and spin): 501.9 kJ/mol

```
11
Properties=species:S:1:pos:R:3:forces:R:3:lowdin_charge:R:1
C 0.729 -0.017 0.879 -6.1310 -1.4533 -6.7941 -0.324
C -0.009 0.328 -0.434 2.3270 0.5468 6.5458 -0.166
O 1.475 0.782 1.444 3.1515 4.3975 3.4160 -0.290
H 0.486 -1.012 1.253 0.7076 -0.4020 0.0537 0.083
H -0.313 1.360 -0.616 0.6463 -0.0198 -0.6129 0.118
Li 3.322 1.047 1.418 -0.3026 -0.2960 -0.1149 0.868
Cu 0.743 2.642 2.477 0.1233 -0.9302 -0.4772 0.759
O -0.307 -0.653 -1.215 0.2688 -1.0993 -0.1522 -0.266
C -1.601 -1.057 -2.264 2.5577 -2.7374 -2.4019 -0.200
O -2.710 -1.053 -2.389 -4.2892 1.9535 0.3332 0.181
Mg -1.816 -2.368 -0.552 0.9405 0.0401 0.2044 1.237
```
Positions in Å, forces in eV/Å.

---

[4]
Molecular formula: C43H38FMoN7O3S3
Method: DFT, the ωB97M-V functional and the def2-TZVPD basis

Summary:
- HOMO level (spin up / spin down): -6.8 / -6.9 eV
- Charge: 0
- Strongest force on any atom: 1.38 eV/A
- Multiplicity: 3
- Relative energy (zero: lowest compared OMol25 entry of this formula, charge and spin): 128.6 kJ/mol
- Expectation value of S²: 2.0271

```
96
Properties=species:S:1:pos:R:3:forces:R:3:mulliken_spin:R:1
Mo -1.086 0.654 -0.065 -0.3181 0.2262 0.5774 2.047
N -2.615 -3.347 1.052 -0.1214 0.1022 -0.0069 -0.003
C -2.438 -2.170 0.390 -0.0850 -0.1359 -0.0505 0.014
S -3.174 -0.738 0.973 0.5850 -0.1683 -0.2762 -0.046
N -1.694 -2.269 -0.698 0.0514 -0.0192 0.0937 -0.019
N -1.408 -1.067 -1.259 -0.1863 -0.5148 -0.5884 -0.067
C -1.070 -1.076 -2.513 0.0845 0.1808 -0.0107 0.089
C -1.013 -2.290 -3.358 -0.0092 -0.0455 -0.0025 0.025
C -0.209 -3.374 -3.006 0.0175 0.0412 -0.0726 0.017
C -0.131 -4.482 -3.835 -0.0268 0.0020 -0.0293 -0.004
C -0.873 -4.530 -5.011 0.0509 0.0249 0.0701 0.007
C -1.689 -3.464 -5.356 0.0014 -0.0024 0.0230 -0.004
C -1.753 -2.346 -4.535 -0.1338 0.0064 -0.0159 0.012
C -0.776 0.255 -3.046 -0.0088 -0.5338 -0.1389 -0.014
C -0.445 0.519 -4.364 0.1110 -0.1032 -0.3646 0.007
C -0.271 1.830 -4.763 0.0272 -0.1062 -0.0914 0.020
C -0.427 2.841 -3.829 0.0106 0.0892 -0.0681 -0.002
C -0.697 2.492 -2.528 -0.1401 0.1483 0.1831 0.034
N -0.863 1.223 -2.138 -0.1210 0.6216 -0.1828 -0.147
H -3.355 -3.364 1.728 -0.0735 -0.0666 0.0877 0.000
H -2.426 -4.198 0.545 0.0387 0.0625 -0.0078 0.000
H 0.346 -3.345 -2.080 -0.0045 -0.0029 0.0301 0.006
H 0.506 -5.314 -3.557 -0.0363 0.0471 -0.0214 0.000
H -0.813 -5.398 -5.657 -0.0065 0.0090 0.0265 0.001
H -2.281 -3.502 -6.262 0.0125 0.0100 0.0142 0.000
H -2.401 -1.517 -4.801 0.0382 -0.0499 0.0123 0.003
H -0.330 -0.306 -5.053 0.0115 0.1066 -0.0025 0.003
H -0.013 2.067 -5.787 -0.0227 -0.0535 0.0135 0.000
H -0.317 3.882 -4.097 -0.0067 -0.0319 0.0461 0.000
H -0.786 3.241 -1.755 -0.0044 0.0111 0.0760 0.008
C 1.484 -3.852 5.612 -0.0600 -0.0159 -0.0576 0.001
C 2.497 -2.840 5.088 -0.0816 -0.1353 -0.1222 -0.001
C 3.897 -3.412 4.921 -0.0223 0.0228 -0.1380 0.000
C 3.927 -4.445 3.801 -0.0568 0.0733 -0.0326 0.000
C 3.378 -3.851 2.527 0.0407 -0.0406 0.1774 0.000
C 3.781 -4.314 1.297 0.0908 -0.1231 -0.0137 0.001
C 3.269 -3.752 0.132 0.0487 -0.0566 0.0696 0.002
F 3.694 -4.234 -1.046 0.0675 -0.0696 -0.1238 0.000
C 2.365 -2.736 0.156 -0.0978 0.1018 -0.1401 0.004
C 1.934 -2.251 1.395 0.0121 -0.0338 0.1374 -0.015
C 0.942 -1.185 1.435 0.0870 -0.0350 0.2267 -0.027
O 0.473 -0.775 0.354 -0.1321 -0.1091 -0.4514 -0.055
C 0.600 -0.691 2.715 -0.0653 0.0745 -0.0058 0.018
C 1.162 -1.254 3.823 0.0482 -0.0477 0.1486 0.009
N 2.030 -2.270 3.799 0.1359 -0.0678 0.0853 0.006
C 2.444 -2.796 2.578 0.0301 -0.0044 0.0891 0.002
C -0.335 0.459 2.927 0.0618 -0.0347 -0.4249 0.014
O -0.491 0.925 4.030 -0.0580 0.1066 0.1105 0.008
O -0.917 0.877 1.839 0.0184 0.5472 1.2705 0.088
H 1.831 -4.268 6.561 -0.0279 0.0215 -0.0501 0.000
H 1.336 -4.671 4.904 0.0046 0.0497 0.0534 0.000
H 0.516 -3.373 5.780 0.0793 -0.0509 -0.0154 0.000
H 2.545 -2.007 5.784 -0.0020 0.1699 0.0381 0.000
H 4.208 -3.854 5.866 0.0177 -0.0004 0.0273 0.000
H 4.591 -2.600 4.688 -0.0122 -0.0167 0.0205 0.000
H 3.333 -5.318 4.084 0.0185 -0.0143 -0.0140 0.000
H 4.944 -4.799 3.633 0.0029 -0.0016 -0.0119 0.000
H 4.508 -5.117 1.225 -0.0629 0.0749 -0.0156 0.000
H 1.988 -2.289 -0.754 -0.0105 -0.0246 0.0456 -0.002
H 0.895 -0.857 4.796 -0.0044 -0.0121 -0.0350 0.000
S -2.992 3.258 2.223 -0.0507 -0.2191 -0.1367 0.035
C -3.112 3.077 0.593 0.3117 -0.2885 -0.4381 0.014
N -2.746 2.044 -0.259 -0.7181 0.6925 0.0624 -0.056
C -3.523 2.137 -1.451 0.2203 -0.2228 0.3199 -0.015
C -3.854 1.093 -2.312 0.1896 -0.0086 -0.0102 0.032
C -4.573 1.349 -3.472 0.0398 -0.0014 -0.0001 -0.005
C -5.008 2.637 -3.776 -0.0249 0.0057 -0.0023 0.009
C -4.789 3.663 -2.869 0.0011 0.0348 0.1083 -0.004
C -4.082 3.390 -1.703 0.0166 0.1857 -0.1123 0.009
S -3.843 4.408 -0.318 -0.1086 0.1068 0.0072 -0.001
H -3.589 0.081 -2.048 0.1315 -0.1120 -0.0082 -0.007
H -4.816 0.529 -4.138 0.0086 0.0363 0.0557 0.000
H -5.562 2.826 -4.689 0.0537 -0.0133 0.0951 0.001
H -5.191 4.657 -3.040 0.0432 -0.1113 0.0009 0.000
C -0.028 5.779 0.801 0.0222 -0.0606 0.0676 0.000
N 0.607 5.027 1.874 0.0641 -0.0231 -0.0974 0.001
C 0.122 5.468 3.174 -0.0745 -0.0349 -0.0635 0.000
C 0.395 3.589 1.696 0.2277 0.0850 -0.2505 0.027
C 1.222 2.977 0.573 -0.0270 0.0830 -0.0427 0.035
C 2.475 3.558 0.315 -0.0387 -0.1011 -0.0290 -0.018
C 3.352 3.035 -0.620 -0.0684 0.0780 0.0988 0.019
C 2.989 1.886 -1.308 0.0235 0.0114 -0.0168 -0.011
C 1.743 1.330 -1.078 -0.0361 -0.0510 0.1776 -0.012
C 0.802 1.855 -0.167 0.2412 -0.0506 -0.0373 -0.112
H 0.212 6.840 0.899 -0.0093 -0.0423 -0.0038 0.000
H -1.126 5.668 0.805 0.0235 -0.0133 0.0016 0.000
H 0.348 5.432 -0.165 0.0001 0.0263 0.0500 0.000
H 0.317 6.537 3.293 0.0051 -0.0515 -0.0159 0.000
H 0.648 4.931 3.966 0.0040 0.0144 -0.0296 0.000
H -0.959 5.297 3.306 0.0578 0.0226 -0.0272 0.000
H -0.658 3.377 1.545 -0.1409 -0.1305 -0.0241 -0.001
H 0.672 3.099 2.630 -0.0084 -0.0499 0.0829 0.004
H 2.736 4.444 0.880 0.0036 -0.0094 0.0040 -0.001
H 4.310 3.512 -0.802 -0.0588 -0.0304 0.0376 0.001
H 3.668 1.427 -2.021 -0.0743 0.0427 0.0449 -0.001
H 1.508 0.424 -1.629 -0.0560 -0.0027 -0.0396 0.013
```
Positions in Å, forces in eV/Å.